[1]
Computed, not measured: a single C5H11NO molecule, with the ωB97M-V functional and the def2-TZVPD basis.

Geometry as XYZ:
```
18
Properties=species:S:1:pos:R:3:forces:R:3
O 1.030152 1.659806 -2.009239 0.20 -0.22 0.27
N 0.773466 0.388593 -0.116730 0.09 0.12 -0.16
C 1.414644 -0.240926 1.016564 0.04 -0.08 0.10
C -0.902090 -1.265623 -0.845274 -0.02 -0.04 -0.04
C -1.505664 0.520761 0.848221 0.00 0.02 0.05
C -0.651388 0.162572 -0.363527 -0.13 0.06 -0.06
C 1.489240 1.090944 -1.035415 -0.07 0.00 0.00
H -0.884458 0.850779 -1.178816 -0.05 -0.09 0.08
H -1.924568 -1.358867 -1.223607 0.10 0.00 0.08
H -2.568424 0.455393 0.590222 0.19 0.00 0.02
H 1.042510 0.169283 1.962589 0.05 -0.07 -0.13
H 2.495902 -0.071896 0.982136 -0.21 0.00 -0.08
H -1.326960 -0.161911 1.687608 -0.03 0.10 -0.11
H -0.779036 -1.995871 -0.034353 0.03 0.11 -0.18
H -1.294290 1.542918 1.176035 -0.05 -0.11 0.00
H -0.217718 -1.508561 -1.664855 -0.10 -0.03 0.15
H 2.571104 1.084777 -0.802750 -0.09 0.12 -0.04
H 1.237578 -1.322165 1.011198 0.05 0.11 0.05
```
Forces are in eV/Å.

**HOMO-LUMO gap**: 10.166 eV
**Energy**: -8901.2493 eV
**ΔE to the lowest compared entry with this formula, charge and spin**: 0.448 eV
**Net charge**: 0
**Lowest unoccupied orbital energy**: 0.86 eV

=====

[2]
Computed, not measured: 2 unconnected molecules or ions with the total composition C2H4O2PS at a distorted geometry, with the ωB97M-V functional and the def2-TZVPD basis.

Geometry as XYZ:
```
10
Properties=species:S:1:pos:R:3:forces:R:3
S 2.722027 -0.352633 0.536318 -1.57 -0.36 -1.26
P 0.978513 -0.250823 -0.562359 0.00 -1.42 3.42
O 0.186980 2.881626 0.831994 -4.61 5.41 0.98
O 0.620301 1.063322 -1.083228 -0.15 1.65 -1.69
C -0.489936 -1.023643 0.122837 1.35 -0.78 -0.23
C -1.181348 -2.125180 -0.176951 -0.88 1.44 1.58
H 0.754986 2.228722 0.773145 4.78 -5.08 -0.50
H -2.062046 -2.477762 0.447318 1.14 0.49 -0.76
H -0.501049 2.596126 0.232456 -0.14 -0.02 -0.27
H -1.028424 -2.539752 -1.121530 0.06 -1.35 -1.27
```
Forces are in eV/Å.

**HOMO-LUMO gap (alpha / beta)**: 7.287 / 7.282 eV
**Energy**: -26357.8152 eV
**ΔE to the lowest compared entry with this formula, charge and spin**: 2.986 eV
**Net charge**: -1
**Lowest unoccupied orbital energy (alpha / beta)**: 3.33 / 3.33 eV

=====

[3]
Computed, not measured: a molecular structure, C64H61CsN4OP2S5, with the ωB97M-V functional and the def2-TZVPD basis.

Geometry as XYZ:
```
138
Properties=species:S:1:pos:R:3:forces:R:3
Cs -0.229698 1.072419 0.613964 -0.74 -0.03 0.58
S -3.034404 3.398464 0.331401 -0.09 -0.15 -0.16
S -2.307356 2.562971 3.491602 -0.03 -0.15 0.00
S -1.126012 5.560053 2.261198 0.13 -0.04 -0.02
S -0.108697 -1.361862 -1.675689 -0.06 -0.36 -0.05
S -0.281465 1.864447 -2.509821 0.10 0.50 -0.26
P -2.469467 -1.700423 0.218470 0.46 0.11 0.22
P 1.650888 -1.837362 0.906582 -0.08 -0.32 -0.28
O -0.118153 -2.785153 -1.181597 -0.11 0.04 -0.02
N 2.049128 3.179159 -1.746995 -0.48 -0.37 0.23
N 1.815506 2.848699 -0.439071 0.77 0.32 -0.36
N 1.615928 2.495080 2.313738 0.20 0.14 0.11
N 1.163405 3.729932 -3.721504 -0.31 -0.39 -0.28
C 2.683206 -4.060081 2.377483 0.00 -0.08 0.06
C -5.167376 -3.766769 -4.716738 -0.07 0.00 -0.06
C 4.266373 2.973579 -0.329500 0.03 0.00 -0.03
C 6.119269 -0.878254 -3.230607 0.04 -0.01 -0.02
C -2.533679 -1.082118 -5.053563 0.06 0.04 0.08
C -1.497954 -1.417649 -2.859949 0.08 -0.01 0.10
C 3.512938 3.800439 -4.517800 0.03 -0.01 -0.02
C 4.223324 -1.689152 -0.008898 0.04 -0.01 -0.01
C 3.054035 -0.079564 4.954655 -0.05 -0.01 0.05
C 1.436597 -1.266436 -2.597945 0.03 0.04 0.08
C -5.012903 -1.428363 1.530732 0.06 0.02 -0.02
C 1.446726 2.630774 3.618778 0.11 0.03 0.10
C -2.285001 6.087182 0.975565 -0.16 0.10 -0.08
C -4.080725 -0.936169 0.614975 -0.22 -0.22 0.10
C -1.177531 -4.363543 3.744045 0.01 -0.02 0.02
C 2.660886 -1.274821 -1.819724 -0.15 0.00 0.01
C 1.672782 -4.568712 0.267997 0.02 -0.03 -0.03
C -1.060624 -4.817876 2.438994 0.00 0.01 -0.01
C -3.397425 -2.106318 -4.813184 0.01 0.02 -0.01
C -3.415754 -2.682659 -3.526865 -0.09 -0.08 -0.05
C -4.253364 3.577961 1.652221 -0.06 0.04 0.18
C 3.550859 3.691279 3.886413 0.04 -0.01 -0.02
C 2.539013 -6.347138 1.645163 0.02 -0.03 0.03
C 3.813705 0.225271 3.838171 0.02 0.03 -0.05
C -2.220270 5.413028 3.698125 -0.14 0.03 0.08
C 1.925430 -5.914524 0.478304 -0.03 -0.01 -0.07
C -2.600092 5.084934 -0.133828 0.15 0.10 -0.05
C 1.900805 -0.838932 4.807346 -0.02 -0.03 -0.01
C 3.746532 3.536807 2.524373 -0.03 -0.04 0.04
C 2.035708 -3.620840 1.226079 0.13 0.15 0.14
C 2.382561 3.220476 4.457590 -0.14 0.05 0.00
C 1.477621 -1.204340 -3.962236 0.06 -0.01 -0.05
C -1.748419 -3.121989 3.989125 0.00 0.01 0.03
C -2.195890 -2.339135 2.936379 -0.05 0.07 0.01
C -2.566475 -2.306849 -2.483824 0.01 0.00 0.07
C -1.527141 -4.044643 1.385741 -0.01 -0.04 0.02
C -2.142875 4.083030 4.440082 0.14 0.06 0.13
C 1.056603 2.954633 -2.598479 0.50 0.49 0.15
C 2.925228 -5.412048 2.591168 -0.01 0.01 -0.02
C 3.447580 -0.247868 2.584688 0.02 0.00 -0.01
C 2.896755 2.852105 0.270955 -0.19 0.11 0.35
C 3.831505 -0.936412 -4.011582 -0.06 0.01 0.04
C -2.960739 -2.755274 -1.181745 -0.14 0.01 -0.12
C 1.540833 -1.315166 3.557620 0.01 0.05 0.06
C 2.331146 -1.063783 2.431314 -0.05 0.01 -0.09
C -3.983778 2.634536 2.833585 -0.18 0.05 -0.05
C -6.237445 -0.801481 1.697739 -0.02 0.02 -0.02
C 5.356190 -1.474450 -0.814618 -0.12 0.01 0.01
C -2.105948 -2.798338 1.621751 0.01 -0.16 -0.15
C 2.297548 4.577791 -4.025119 0.00 0.00 0.02
C 3.817716 -1.096472 -2.606135 0.17 0.02 -0.06
C 5.243851 -0.751602 -4.500252 0.05 0.00 -0.06
C -5.652117 0.794849 0.003790 0.03 0.09 -0.02
C 2.913438 -1.539092 -0.420210 0.02 -0.05 -0.02
C -3.982586 -3.669733 -1.062590 0.01 0.03 -0.05
C -6.564249 0.307676 0.925891 -0.05 -0.01 0.06
C 2.666387 -1.028406 -4.700835 -0.02 -0.01 0.03
C 2.750059 2.931141 1.754715 0.04 0.03 -0.30
C -1.570888 -0.760728 -4.060640 0.02 0.01 -0.11
C -4.469278 -2.747434 -5.660012 -0.02 -0.01 -0.03
C -4.463499 -3.615996 -3.389893 0.01 -0.02 -0.02
C -4.715453 -4.166065 -2.167288 0.09 0.07 0.12
C 5.140220 -1.145206 -2.117144 0.01 0.01 0.01
C -4.410513 0.190672 -0.132821 0.00 0.05 -0.08
H 4.309445 4.170162 4.492960 0.00 0.01 0.01
H -3.200695 6.422770 1.464357 0.02 -0.03 0.03
H 4.044386 0.031639 1.727071 0.00 0.00 0.00
H -2.609925 -1.359206 3.148466 -0.03 0.02 -0.03
H 1.633418 -6.628918 -0.281910 0.00 -0.02 0.01
H -4.035207 -3.238745 -6.532209 0.00 0.00 0.00
H 4.691795 0.851738 3.929754 0.00 0.00 0.02
H -1.406955 -4.391518 0.367634 0.00 0.01 -0.01
H -7.528383 0.785909 1.046202 0.00 0.00 -0.01
H -0.861045 0.024952 -4.272517 0.02 0.01 0.01
H -1.978783 6.202843 4.413190 0.05 0.00 -0.03
H -5.887307 1.657401 -0.606730 -0.03 0.02 0.01
H -5.170559 -2.000098 -6.033922 -0.01 0.00 0.00
H 1.185445 -4.246864 -0.640358 0.00 -0.01 0.01
H -6.945711 -1.190057 2.418767 -0.01 0.00 0.00
H -1.868959 6.977935 0.500564 0.04 -0.03 0.01
H 0.641188 -1.915113 3.463905 -0.01 -0.02 -0.07
H 2.722509 -7.401777 1.807482 0.01 0.00 0.01
H 3.011502 -3.359350 3.131870 -0.03 0.07 0.01
H 2.548621 5.138555 -3.125904 0.02 -0.01 -0.01
H 5.033760 2.632729 0.365383 0.01 -0.02 -0.01
H -1.836044 -2.751709 5.003331 0.01 -0.01 0.01
H -0.583565 -5.766983 2.229848 0.00 -0.01 0.02
H -6.232944 -3.552529 -4.617247 0.01 -0.01 0.00
H 6.682899 0.036362 -3.037229 0.00 0.00 0.01
H -5.507905 -4.885884 -2.006713 -0.02 -0.01 -0.03
H -2.865378 4.101440 5.260865 -0.03 -0.07 -0.04
H 6.348024 -1.595675 -0.398447 0.03 0.01 -0.01
H 3.286158 3.273973 -5.447538 -0.01 -0.01 0.01
H -4.286545 4.612645 1.983827 0.08 0.02 -0.03
H 1.275176 -1.067339 5.661511 0.03 0.02 0.03
H -3.699369 0.599331 -0.844075 0.03 -0.02 0.01
H 4.316662 2.376637 -1.239500 -0.02 -0.01 0.01
H 5.503139 -1.504168 -5.247077 -0.01 0.00 0.01
H -5.251239 3.340709 1.279797 0.00 0.00 -0.09
H 5.362059 0.221975 -4.979477 0.00 0.00 0.01
H 2.625221 -0.974573 -5.781217 0.00 0.01 -0.01
H 2.190111 3.302698 5.518739 0.02 0.01 0.01
H 0.572155 3.447026 -4.484416 -0.04 -0.01 0.02
H -2.522704 -0.534382 -5.987023 -0.03 -0.01 -0.02
H -4.781403 -2.310592 2.113528 0.02 -0.02 0.03
H -5.085914 -4.787080 -5.095661 0.02 0.01 0.01
H 4.649304 3.904941 2.059612 0.00 0.01 -0.01
H 3.424843 -5.723397 3.499962 0.00 -0.03 0.00
H 3.809635 3.067236 -3.768231 -0.01 0.00 0.02
H -4.207392 1.610935 2.520821 0.10 -0.03 0.00
H 4.356012 4.468473 -4.705053 0.00 0.02 0.01
H -4.287972 -3.967442 -0.065019 0.00 -0.02 0.00
H -3.242304 5.599896 3.376262 0.00 0.01 -0.03
H -4.686459 2.860807 3.640591 0.04 0.01 0.01
H 4.397303 -2.006966 1.011304 0.00 -0.01 0.00
H -0.814150 -4.967174 4.565922 0.01 0.00 0.00
H 4.490164 4.004127 -0.621585 -0.02 0.02 0.00
H -3.367293 5.523698 -0.776952 -0.04 -0.06 0.04
H 6.846827 -1.687115 -3.314275 0.00 0.01 -0.01
H -1.718133 4.937175 -0.761712 0.00 -0.05 0.02
H -1.157819 3.987229 4.904071 0.01 -0.03 -0.02
H 1.968765 5.291869 -4.784263 0.02 -0.01 0.00
H 0.563406 -1.294303 -4.519905 -0.05 -0.02 -0.01
H 3.338263 0.294926 5.929929 0.02 0.00 0.00
H 0.516823 2.236057 4.018827 0.01 -0.01 0.02
```
Forces are in eV/Å.

**HOMO-LUMO gap**: 6.880 eV
**Energy**: -148668.4841 eV
**ΔE to the lowest compared entry with this formula, charge and spin**: 0.652 eV
**Net charge**: 0
**Lowest unoccupied orbital energy**: 0.20 eV

=====

- The lowest ΔE to the lowest compared entry with this formula, charge and spin belongs to which entry?
  C5H11NO